(1)
A structure of composition C33H39BN9Re. Source: the OMol25 dataset; level of theory: the ωB97M-V functional and the def2-TZVPD basis.

CARTESIAN COORDINATES (ANGSTROEM)
Re 0.81928 0.24222 0.80313
C 2.61145 -0.83892 5.74530
C 2.68374 -0.85494 4.25280
C 2.51164 -2.04163 3.52982
C 2.61992 -2.05914 2.15280
C 2.91497 -0.88192 1.44475
C 3.16761 0.29998 2.17091
C 3.00611 0.31709 3.54929
H 2.19318 -1.75995 6.14400
H 2.02552 0.00736 6.10509
H 3.61777 -0.72282 6.15640
H 2.31485 -2.96230 4.06549
H 2.50718 -2.99401 1.61799
H 3.29255 -0.95677 0.43383
H 3.59975 1.14416 1.65101
H 3.22982 1.21426 4.11251
C 2.48461 3.28931 2.39975
C 1.95165 3.26641 1.00873
C 1.93069 4.34312 0.16592
C 1.19435 3.96311 -0.96352
C 0.83552 4.79409 -2.14029
N 0.81053 2.69722 -0.80081
N 1.30800 2.20365 0.39647
B -0.27712 1.92956 -1.59602
N 0.34135 0.61737 -2.06928
N 0.98830 -0.17655 -1.15532
C 1.57005 -1.20608 -1.87182
C 2.30283 -2.38062 -1.32027
C 1.29031 -1.01638 -3.20167
C 0.51321 0.14231 -3.29990
C -0.05801 0.77824 -4.51462
N -1.40106 1.60156 -0.58337
N -1.00604 0.96777 0.56289
C -1.98215 1.16231 1.50673
C -1.81607 0.68427 2.90538
C -3.00004 1.87582 0.93258
C -2.59627 2.16001 -0.38668
C -3.31369 2.94551 -1.42024
H 2.49764 4.32371 2.73653
H 3.51041 2.92753 2.46335
H 1.85457 2.72373 3.08456
H 2.35905 5.31301 0.35603
H 1.31799 5.76481 -2.06433
H -0.24248 4.94864 -2.19788
H 1.15442 4.31896 -3.06827
H -0.68792 2.57413 -2.49947
H 1.91011 -2.71157 -0.36272
H 3.37144 -2.17846 -1.22881
H 2.20370 -3.20623 -2.02258
H 1.59521 -1.65445 -4.01437
H -0.00744 0.08274 -5.34883
H 0.51527 1.66687 -4.78610
H -1.09438 1.07585 -4.36001
H -0.75835 0.53954 3.16198
H -2.34413 -0.25466 3.07449
H -2.21340 1.42254 3.60032
H -3.91923 2.19140 1.39803
H -4.37835 2.96265 -1.19672
H -3.16850 2.52661 -2.41493
H -2.96173 3.98003 -1.41934
C -1.12566 -3.35511 2.53053
C -0.47305 -2.16500 2.33094
N -0.22992 -1.66764 1.09400
C -0.68333 -2.36678 0.03825
C -1.31347 -3.59917 0.14788
C -1.52695 -4.09974 1.42604
C -1.64139 -4.40736 -1.04526
C -2.16180 -4.02655 -2.21187
C -2.67129 -2.70094 -2.60479
C -2.93516 -2.42696 -3.94134
C -3.38568 -1.15344 -4.25339
N -3.61369 -0.23590 -3.31402
C -3.40010 -0.62714 -2.06448
N -2.90964 -1.78609 -1.65478
H -1.29904 -3.70869 3.53734
H -0.11151 -1.58964 3.16982
H -0.52316 -1.94536 -0.93900
H -2.00427 -5.06301 1.55867
H -1.39722 -5.45920 -0.93699
H -2.26014 -4.78957 -2.97540
H -2.78696 -3.17336 -4.70957
H -3.57991 -0.86173 -5.27899
H -3.66685 0.07636 -1.28425

Output
HOMO level (spin up / spin down)   -16.50 / -16.50 eV
Total charge   +3
Energy above the lowest of the compared OMol25 structures with the same formula, charge and spin   0.0 kcal/mol
<S²>   0.763
Spin multiplicity   2
Frontier orbital gap (spin up / spin down)   4.9220 / 5.3354 eV
Calculated total energy   -1875.96412 hartree
Lowest unoccupied orbital energy (spin up / spin down)   -0.4254 / -0.4103 Ha

(2)
A cluster of 2 separate species, C2H3Cl2N in total in a non-equilibrium geometry. Source: the OMol25 dataset; level of theory: the ωB97M-V functional and the def2-TZVPD basis.

CARTESIAN COORDINATES (ANGSTROEM)
Cl 1.89323 1.04859 0.86776
C 0.63776 -0.12891 0.46077
C 0.80291 -0.93105 -0.76447
N 0.04775 0.03706 -0.90613
H -0.12135 -0.12409 1.18869
H 1.09856 -1.77660 -1.42074
Cl -2.61774 0.89370 0.82281
H -1.74111 0.98131 -0.24868

Output
HOMO level   -10.46 eV
Energy above the lowest of the compared OMol25 structures with the same formula, charge and spin   37.1 kcal/mol
Frontier orbital gap   11.0948 eV
Calculated total energy   -1053.06383 hartree
Lowest unoccupied orbital energy   0.0233 Ha

(3)
An isolated molecule of C8H7F3N2 in a non-equilibrium geometry. Source: the OMol25 dataset; level of theory: the ωB97M-V functional and the def2-TZVPD basis.

CARTESIAN COORDINATES (ANGSTROEM)
C -1.72732 1.69108 1.84919
C -0.63234 0.92213 -0.16027
C -0.85887 0.83718 1.21543
C -0.29209 -0.31270 2.12748
C 0.93130 -0.76880 1.46331
C 0.76717 -1.15737 -0.03145
C 0.15608 -0.01080 -0.74030
C 0.47287 0.04957 -2.43659
N -2.51024 2.40453 2.30158
N -0.19398 0.08356 -3.77676
F 1.31149 -1.03717 -2.50899
F 1.30868 1.16610 -2.53396
F -1.51304 0.13139 -3.85521
H -1.00225 1.82070 -0.82114
H -0.06839 0.23500 3.10001
H -1.09656 -1.09011 2.14636
H 1.59165 0.13639 1.51322
H 1.44887 -1.46439 2.07539
H 1.76812 -1.55732 -0.49231
H 0.13883 -2.07897 -0.43499

Output
HOMO level (spin up / spin down)   -7.29 / -7.03 eV
Energy above the lowest of the compared OMol25 structures with the same formula, charge and spin   183.2 kcal/mol
Frontier orbital gap (spin up / spin down)   3.8964 / 3.3697 eV
Calculated total energy   -717.82923 hartree
Lowest unoccupied orbital energy (spin up / spin down)   -0.1247 / -0.1344 Ha

(4)
A structure of composition C12H10BrHfN3 in a non-equilibrium geometry. Source: the OMol25 dataset; level of theory: the ωB97M-V functional and the def2-TZVPD basis.

CARTESIAN COORDINATES (ANGSTROEM)
C 0.67163 0.69906 -1.87931
C 1.77694 0.33792 -1.02959
C 1.88796 -1.09514 -1.05708
H 2.55675 1.00397 -0.66498
C 0.81063 -1.62047 -1.81429
C 0.01086 -0.51720 -2.28350
H -0.86623 -0.60245 -2.91352
H 0.43632 1.70450 -2.18906
H 2.72749 -1.64959 -0.64363
H 0.63370 -2.68376 -1.99432
Hf -0.25687 -0.09366 -0.01420
Br -0.70860 2.13483 0.82772
C -4.57879 2.84419 -0.20767
C -4.85869 2.23420 -1.46900
C -4.17402 2.97740 -2.48036
H -5.49906 1.37173 -1.63343
C -3.47722 4.05067 -1.84344
C -3.71361 3.95670 -0.43764
H -3.32837 4.63304 0.31916
H -4.96652 2.52903 0.75697
H -4.19934 2.77922 -3.54890
H -2.88192 4.81233 -2.34013
N 0.73465 -1.03734 1.47654
C 1.47619 -1.69186 2.13910
N 1.99289 -2.50097 2.92789
C 3.25494 -2.86067 3.07305
N 4.35452 -3.20735 3.29439

Output
HOMO level (spin up / spin down)   -5.83 / -5.81 eV
Energy above the lowest of the compared OMol25 structures with the same formula, charge and spin   14.5 kcal/mol
Frontier orbital gap (spin up / spin down)   2.9159 / 2.8252 eV
Calculated total energy   -3249.43198 hartree
Lowest unoccupied orbital energy (spin up / spin down)   -0.1072 / -0.1098 Ha

(5)
A cluster of 2 separate species, C3H9NO in total in a non-equilibrium geometry. Source: the OMol25 dataset; level of theory: the ωB97M-V functional and the def2-TZVPD basis.

CARTESIAN COORDINATES (ANGSTROEM)
C -1.11009 -3.87434 -2.70742
C -0.98583 -2.65161 -2.09361
N -0.46140 -1.41859 -2.50148
H -1.65022 -4.64087 -2.19560
H -0.67667 -4.13707 -3.67163
H -1.22138 -2.61669 -1.02387
H 0.47300 -1.17400 -2.35778
H -1.00291 -0.69117 -2.09055
C 1.28244 4.08137 2.96786
O 0.80494 2.78898 3.43816
H 0.52091 4.76239 3.30438
H 1.39038 3.99692 1.91438
H 2.32536 4.37460 3.19791
H 1.51275 2.41163 3.92680

Output
HOMO level   -8.95 eV
Energy above the lowest of the compared OMol25 structures with the same formula, charge and spin   61.0 kcal/mol
Frontier orbital gap   9.8223 eV
Calculated total energy   -249.61642 hartree
Lowest unoccupied orbital energy   0.0322 Ha

(6)
A structure of composition C32H67Br14IO6Si2 in a non-equilibrium geometry. Source: the OMol25 dataset; level of theory: the ωB97M-V functional and the def2-TZVPD basis.

CARTESIAN COORDINATES (ANGSTROEM)
C -7.94092 -3.38599 -3.62192
C -6.66573 -3.95733 -4.26119
C -5.54033 -4.24308 -3.25009
C -4.15142 -3.72089 -3.67009
Si -3.34996 -2.56666 -2.43981
C -4.31588 -0.95827 -2.40987
C -5.56054 -0.89944 -1.48495
C -5.45439 -1.63016 -0.16419
O -6.51397 -1.18337 0.69053
O -1.76585 -2.38573 -2.91639
Si -0.58144 -1.66865 -1.98928
C -0.09656 -2.63844 -0.46503
C -1.10396 -2.78392 0.67224
O -0.44148 -2.63006 1.94319
C -0.94890 -3.45185 2.89721
O -1.83949 -3.15414 3.64254
C 0.92738 -1.72973 -3.14070
O 2.15745 -1.69119 -2.43741
C 3.13724 -0.78489 -2.88026
C 3.56725 0.13625 -1.73033
O 3.37694 -0.57670 -0.54211
C 4.23385 -0.19124 0.50537
C 3.96252 -1.08046 1.69601
C -0.97929 0.17259 -1.72803
C -1.73576 0.69269 -0.50430
C -2.33676 2.06869 -0.82092
I -0.48327 1.04732 1.19995
H -8.78429 -3.56384 -4.28002
H -8.10941 -3.84850 -2.65719
H -7.83109 -2.31048 -3.52832
H -6.33085 -3.25614 -5.02034
H -6.90879 -4.87810 -4.78446
H -5.45771 -5.32474 -3.18325
H -5.82667 -3.90543 -2.25709
H -4.22709 -3.15420 -4.59875
H -3.45767 -4.52903 -3.88890
H -3.38091 -3.25698 -1.12736
H -3.71018 -0.09282 -2.17199
H -4.66550 -0.81507 -3.43147
H -5.73433 0.14285 -1.23253
H -6.44848 -1.25514 -1.99626
H -5.55992 -2.70609 -0.27845
H -4.50068 -1.44725 0.33057
H -6.14379 -0.92117 1.52911
H 0.21907 -3.63290 -0.77092
H 0.78260 -2.13034 -0.06917
H -1.52305 -3.79092 0.63824
H -1.95113 -2.10707 0.61889
H -0.43848 -4.42068 2.93626
H 0.81148 -0.92002 -3.85952
H 0.88448 -2.69563 -3.64467
H 4.02100 -1.35616 -3.17411
H 2.80388 -0.23900 -3.75957
H 3.00629 1.07502 -1.73479
H 4.62428 0.37505 -1.85476
H 4.09306 0.86608 0.74351
H 5.27802 -0.31290 0.20229
H 3.26080 -0.63620 2.38810
H 3.56983 -2.03767 1.36720
H 4.88581 -1.24793 2.23835
H -0.04330 0.71997 -1.82628
H -1.58023 0.42826 -2.60122
H -2.56693 0.05589 -0.22507
H -1.56334 2.81242 -0.96016
H -3.01588 2.37647 -0.03149
H -2.93731 1.98635 -1.72781
Br 1.11644 -6.18413 -7.58243
C 2.45436 -4.87955 -7.04506
C 1.91905 -3.91333 -6.02371
Br 0.73652 -2.59254 -6.82133
H 2.78555 -4.38210 -7.94960
H 3.27349 -5.45749 -6.62454
H 2.73138 -3.34525 -5.57603
H 1.35123 -4.40806 -5.24344
Br -1.64764 5.34120 0.74530
C -0.94255 5.73096 2.51366
C 0.52188 6.07264 2.46979
Br 1.63835 4.49794 2.23619
H -1.14723 4.86299 3.13125
H -1.51798 6.58063 2.87295
H 0.83612 6.50836 3.41518
H 0.76532 6.75212 1.66046
Br 5.69105 -0.45899 5.55339
C 6.86900 1.02300 6.00613
C 6.13039 2.14597 6.68375
Br 5.06591 3.16673 5.41860
H 7.33718 1.33701 5.07983
H 7.62071 0.60727 6.67257
H 6.83426 2.85342 7.11605
H 5.44779 1.79593 7.45067
Br -11.94229 -5.14707 -3.28490
C -11.93794 -3.73963 -4.62482
C -12.04641 -4.29131 -6.02080
Br -10.37552 -5.08443 -6.62364
H -11.02703 -3.17129 -4.47445
H -12.79822 -3.11505 -4.39762
H -12.26237 -3.49289 -6.72637
H -12.80264 -5.06368 -6.10325
Br 2.53590 1.58395 7.32372
C 1.78734 0.19649 8.46567
C 2.28292 -1.17247 8.08504
Br 1.41960 -1.83015 6.47436
H 0.70839 0.28151 8.39844
H 2.10847 0.44318 9.47490
H 2.04074 -1.89336 8.86221
H 3.35087 -1.18529 7.89311
Br 5.36846 4.41121 1.81088
C 6.52413 5.90015 2.26857
C 5.76310 6.97828 2.99210
Br 4.64541 8.01928 1.78383
H 6.97245 6.24786 1.34339
H 7.29675 5.48948 2.91582
H 6.45118 7.69042 3.44101
H 5.10685 6.57773 3.75705
Br 10.72539 6.40490 1.96344
C 9.86807 8.07891 2.45298
C 10.12243 8.44531 3.89063
Br 9.06596 7.35511 5.10678
H 8.81101 7.95898 2.24011
H 10.28803 8.83102 1.79012
H 9.81894 9.47255 4.07648
H 11.15917 8.31424 4.17882

Output
HOMO level   -8.75 eV
Frontier orbital gap   9.0311 eV
Calculated total energy   -38623.85660 hartree
Lowest unoccupied orbital energy   0.0102 Ha